# C5H7N

A structure of composition C5H7N at a distorted geometry (ωB97M-V/def2-TZVPD, the Open Molecules 2025 dataset).

Geometry as XYZ:
```
13
C5H7N ωB97M-V/def2-TZVPD
N 1.02682 -0.17383 0.54186
C 0.07574 -0.54485 -1.50860
C -0.27644 -0.98891 -0.09783
C 0.44044 0.61873 -0.58571
C -0.82006 0.39067 0.30256
C 0.05568 0.42036 1.52539
H 0.21273 -1.73590 0.49816
H 0.95145 1.54753 -0.84229
H 0.83356 -1.11751 -2.04234
H 0.38091 1.39297 1.89652
H -1.82350 0.79217 0.11628
H -0.23633 -0.24180 2.35697
H -0.76751 -0.29108 -2.16581
```

## Properties
Energy above the lowest of the compared OMol25 structures with the same formula, charge and spin ... 5.387 eV
Net charge ... 0
Calculated total energy ... -6783.1251 eV
Kohn-Sham gap ... 10.2 eV